(1)
16 unconnected molecules or ions with the total composition C17H69N13O16 in a non-equilibrium geometry. Source: the OMol25 dataset; level of theory: ωB97M-V with the def2-TZVPD basis set.

Properties
HOMO energy: -8.900 eV
LUMO energy: 0.4 eV
Calculated total energy: -2604.9552 Ha
Gap between HOMO and LUMO: 9.3 eV

The geometry in ORCA input format:
```
! wB97M-V def2-TZVPD RIJCOSX def2/J DEFGRID3
* xyz 0 1
C -0.3310 -5.6298 -0.2933
C -0.2774 -5.4865 1.1729
C -1.5377 -4.9073 1.7981
O -1.7169 -3.5779 1.3176
C -1.6389 -2.4305 2.1234
N -0.0450 -6.8192 1.8084
H -0.9381 -6.4113 -0.6561
H 0.6203 -5.6793 -0.8319
H -0.7854 -4.7117 -0.6968
H 0.5042 -4.7669 1.5243
H -1.4573 -5.0598 2.8557
H -2.4202 -5.4589 1.4010
H -1.6512 -1.4840 1.5488
H -0.7330 -2.4589 2.6697
H -2.4736 -2.3318 2.7997
H 0.2709 -6.8464 2.7775
H 0.7637 -7.1787 1.2621
C 1.4216 -1.5224 4.1928
C 0.4293 -1.1034 5.3032
C 0.8659 -1.5119 6.6597
O 0.8136 -2.8955 6.8726
C 1.4358 -3.3353 8.0374
N 0.1045 0.3238 5.3051
H 2.0112 -0.6067 3.8997
H 0.7742 -1.7620 3.4107
H 2.1546 -2.3624 4.4028
H -0.5276 -1.6962 5.1376
H 0.2815 -0.9683 7.4965
H 1.8876 -1.1839 6.8159
H 2.4954 -3.1990 7.9281
H 1.1070 -4.3576 8.2931
H 1.1417 -2.7390 8.9226
H -0.7011 0.5595 5.8554
H 0.9015 0.8718 5.7383
C 1.9116 -2.6900 -1.6903
C 0.9747 -1.9806 -2.7200
C -0.2611 -2.8494 -2.8874
O -0.9860 -2.2801 -3.9547
C -2.1729 -3.0644 -4.1285
N 0.7099 -0.6345 -2.3210
H 1.7062 -2.3074 -0.6482
H 2.9818 -2.5082 -1.8729
H 1.6109 -3.7435 -1.7162
H 1.4659 -2.0734 -3.7038
H -0.9156 -2.9559 -1.9991
H 0.0428 -3.9147 -3.0101
H -2.5623 -2.8886 -5.1012
H -3.0291 -2.6529 -3.4893
H -2.0229 -4.0679 -3.9279
H 0.4308 -0.0740 -3.1514
H 1.5773 -0.1560 -2.0588
O 0.0584 0.4605 -5.3066
H -0.7375 0.5854 -4.7531
H 0.0338 -0.4954 -5.6438
O 1.8088 6.2175 -5.4948
H 2.7177 6.3473 -5.1705
H 1.3611 5.5515 -4.9794
O -5.6280 -2.1265 0.8139
H -5.0185 -2.7889 0.4755
H -6.0142 -2.4358 1.6452
O -1.0572 0.7453 -0.2022
H -0.5393 0.6536 0.6004
H -0.5041 0.2780 -0.8794
O 0.1787 0.4561 2.5096
H 1.0854 0.7964 2.3614
H 0.0378 0.4553 3.4915
O -1.7376 1.2852 -3.3847
H -2.4397 1.9541 -3.4982
H -2.1810 0.5899 -2.8459
O 4.5759 4.7422 -1.0028
H 3.9823 5.5545 -0.9715
H 4.9018 4.6927 -1.8958
O -3.7256 -3.8240 -0.5887
H -2.9410 -3.7611 -0.0096
H -3.4864 -3.6801 -1.4899
C -2.1128 4.8580 -0.7311
O -1.6956 6.0666 -0.7843
N -1.2798 3.8631 -0.6737
N -3.4074 4.5616 -1.0531
H -1.6311 2.8884 -0.5717
H -0.2979 4.0198 -0.7420
H -3.7069 3.6234 -1.3579
H -3.9856 5.3859 -1.2707
C 3.0541 2.6407 1.2440
O 2.5026 2.0102 2.1893
N 4.1658 3.3518 1.5195
N 2.5330 2.8101 0.0124
H 4.5820 3.2267 2.3926
H 4.6526 3.8069 0.7566
H 1.8353 2.1215 -0.3241
H 3.2278 2.9965 -0.7288
C 3.5786 1.6603 -3.6515
O 3.1680 1.3649 -2.5151
N 2.8437 1.5432 -4.7954
N 4.9037 2.0917 -3.7793
H 3.2132 1.8647 -5.6740
H 1.9577 0.9540 -4.7545
H 5.3145 2.4771 -2.9366
H 5.4212 2.0670 -4.6484
C -4.6760 0.6841 -1.2030
O -4.3984 1.7799 -1.6691
N -5.9591 0.2467 -1.0560
N -3.7470 -0.2975 -0.8347
H -6.6617 0.7364 -1.5857
H -6.1609 -0.4471 -0.3476
H -2.8494 -0.0433 -0.3057
H -4.2372 -1.0934 -0.4006
C 1.7751 6.7245 -0.4634
O 2.9026 6.6712 -1.0205
N 1.0092 7.8531 -0.3147
N 1.2768 5.5318 0.0678
H 0.0015 7.7603 -0.3665
H 1.4390 8.5094 -0.9519
H 0.5030 5.5673 0.7141
H 2.0018 4.8779 0.3629
*
```

Atom charges from the Löwdin analysis, given in e for atoms 1 to 8: -0.065, -0.439, -0.173, -0.234, -0.061, 0.026, 0.077, 0.080

(2)
A gas-phase ion, C5H7N2 (charge +1) in a non-equilibrium geometry. Source: the OMol25 dataset; level of theory: ωB97M-V with the def2-TZVPD basis set.

Properties
HOMO energy (alpha / beta): -13.101 / -13.101 eV
ΔE to the lowest compared entry with this formula, charge and spin: 135.55 kcal/mol
LUMO energy (alpha / beta): -4.7 / -4.7 eV
Calculated total energy: -303.8029 Ha
Gap between HOMO and LUMO (alpha / beta): 8.4 / 8.4 eV

The geometry in ORCA input format:
```
! wB97M-V def2-TZVPD RIJCOSX def2/J DEFGRID3
* xyz 1 1
C -0.3834 1.0373 -0.4227
C -0.5614 -1.6776 0.4196
C -2.7002 0.3992 -0.3072
C 0.7691 0.0737 -0.6642
C 2.0565 0.3362 0.0561
N 0.1943 -1.1253 -0.2188
N -1.5443 0.7160 -0.4942
H -1.2233 -2.2595 0.9807
H -3.3934 0.4490 -1.1292
H -3.0541 0.4205 0.7405
H 0.7843 0.0429 -1.6944
H 1.9879 0.2980 1.1000
H 2.4785 1.3111 -0.1972
H 2.8901 -0.2370 -0.3449
*
```

Atom charges from the Löwdin analysis, given in e for atoms 1 to 8: 0.074, 0.300, 0.033, -0.307, -0.013, 0.169, -0.041, 0.125

(3)
A molecular structure, C26H28As2N2RuS in a non-equilibrium geometry. Source: the OMol25 dataset; level of theory: ωB97M-V with the def2-TZVPD basis set.

Properties
HOMO energy (alpha / beta): -10.254 / -10.194 eV
ΔE to the lowest compared entry with this formula, charge and spin: 47.54 kcal/mol
⟨S²⟩: 0.758
LUMO energy (alpha / beta): -3.1 / -3.4 eV
Calculated total energy: -6081.4834 Ha
Gap between HOMO and LUMO (alpha / beta): 7.2 / 6.8 eV

The geometry in ORCA input format:
```
! wB97M-V def2-TZVPD RIJCOSX def2/J DEFGRID3
* xyz 1 2
Ru 0.0457 0.1228 0.1002
C -1.4033 -2.8757 1.8315
As 0.2715 -2.0099 1.3909
C 1.2033 -2.2385 3.0777
C 1.1580 -3.3139 0.2598
C 0.9587 -4.6749 0.4651
C 1.5600 -5.6052 -0.3701
C 2.3714 -5.1749 -1.4097
C 2.5785 -3.8170 -1.6116
C 1.9774 -2.8790 -0.7778
As 2.2416 -0.9627 -1.0219
C 3.1902 -0.8372 -2.7040
C 3.7255 -0.6973 0.2157
H -1.2239 -3.7559 2.4468
H -1.9267 -3.1497 0.9194
H -2.0160 -2.1677 2.3875
H 1.3675 -3.3015 3.2433
H 0.5844 -1.8285 3.8747
H 2.1578 -1.7171 3.0651
H 0.3240 -5.0190 1.2727
H 1.3908 -6.6617 -0.2102
H 2.8501 -5.8915 -2.0636
H 3.2193 -3.4954 -2.4225
H 4.1312 -1.3784 -2.6358
H 3.3928 0.2164 -2.8921
H 2.5842 -1.2276 -3.5191
H 4.5440 -1.3808 -0.0068
H 3.3705 -0.8749 1.2290
H 4.0739 0.3330 0.1464
S -2.3565 -0.0036 -0.0333
C -2.3100 0.5723 1.5956
C -3.4145 0.9780 2.3461
C -3.1952 1.4838 3.6089
C -1.8913 1.5861 4.0946
C -0.8588 1.1543 3.2938
N -1.0659 0.6346 2.0766
H -4.4069 0.9073 1.9240
H -4.0289 1.8076 4.2180
H -1.6848 1.9843 5.0770
H 0.1717 1.2073 3.6230
C -1.1812 0.6071 -4.1797
C -0.6730 1.8686 -4.4655
C 0.1007 2.5195 -3.5249
C 0.3717 1.8922 -2.3119
N -0.1531 0.6844 -2.0392
C -0.9127 0.0609 -2.9434
C 1.1848 2.4689 -1.2421
C 2.1337 3.4653 -1.4684
C 2.8558 3.9894 -0.4085
C 2.6096 3.5371 0.8816
C 1.6777 2.5269 1.1028
C 0.9788 1.9672 0.0460
H -1.7852 0.0648 -4.8921
H -0.8912 2.3450 -5.4121
H 0.4743 3.5151 -3.7128
H -1.3129 -0.9007 -2.6471
H 2.3194 3.8217 -2.4742
H 3.6027 4.7510 -0.5868
H 3.1472 3.9683 1.7166
H 1.4945 2.1881 2.1156
*
```

Atom charges from the Löwdin analysis, given in e for atoms 1 to 8: 0.655, -0.279, 1.095, -0.251, -0.412, -0.096, -0.060, -0.060

Which value of calculated total energy does entry 2 give?
-303.8029 Ha